(1)
ORCA calculation (ωB97M-V with the def2-TZVPD basis set) on 2 unconnected molecules or ions with the total composition C4H13N2O2.

Results
**Charge**: +1
**Max |F|**: 0.0392 hartree/bohr
**DFT total energy**: -11427.7145 eV
**Relative energy (zero: lowest compared OMol25 entry of this formula, charge and spin)**: 40.6 kcal/mol
**LUMO level**: -3.470 eV
**E_HOMO**: -13.31 eV

Each atom is followed by the atoms it is bonded to, with distances in Å.
Positions of all 21 atoms, in Å:
1 N 3.04025 0.45906 0.12683  C2 1.503, H8 1.025, H9 1.023, H10 0.998
2 C 1.80506 -0.32045 0.48013  N1 1.503, C3 1.557, H11 1.062, H12 1.089
3 C 0.64724 0.47939 -0.18562  C2 1.557, N4 1.319, O7 1.224
4 N -0.54602 0.36052 0.36313  C3 1.319, C5 1.503, C6 1.467
5 C -0.87052 -0.68377 1.39356  N4 1.503, H13 1.076, H14 1.086, H15 1.069
6 C -1.64766 1.20822 -0.10516  N4 1.467, H16 1.080, H17 1.088, H18 1.078
7 O 0.96727 1.19438 -1.12631  C3 1.224
8 H 3.10737 0.53551 -0.89265  N1 1.025
9 H 3.89443 -0.02108 0.42054  N1 1.023
10 H 3.05940 1.37348 0.52559  N1 0.998
11 H 1.75619 -0.41113 1.53700  C2 1.062
12 H 1.92925 -1.27847 -0.02252  C2 1.089
13 H -0.44982 -1.62535 1.08798  C5 1.076
14 H -0.45254 -0.35130 2.33969  C5 1.086
15 H -1.93751 -0.73123 1.34409  C5 1.069
16 H -1.40048 2.24697 0.05993  C6 1.080
17 H -1.87482 0.99406 -1.14696  C6 1.088
18 H -2.52733 0.97749 0.47413  C6 1.078
19 H -3.56710 -1.39553 -1.22057  O21 0.958
20 H -3.52817 -2.77286 -0.61594  O21 0.970
21 O -2.98083 -1.98231 -0.74090  H19 0.958, H20 0.970

(2)
ORCA calculation (ωB97M-V with the def2-TZVPD basis set) on a single C3H2N2OS molecule.

Results
**Charge**: 0
**Max |F|**: 0.0736 hartree/bohr
**DFT total energy**: -19001.6076 eV
**Relative energy (zero: lowest compared OMol25 entry of this formula, charge and spin)**: 91.0 kcal/mol
**LUMO level**: -0.599 eV
**E_HOMO**: -8.20 eV

Each atom is followed by the atoms it is bonded to, with distances in Å.
Positions of all 9 atoms, in Å:
1 O 2.83411 0.34762 -0.22990  C2 1.147
2 C 1.78033 -0.08734 -0.10817  O1 1.147, N3 1.355, N4 1.396
3 N 0.90871 -1.12333 -0.04822  C2 1.355, N4 1.437, H8 0.997
4 N 0.49614 0.18940 0.36444  C2 1.396, N3 1.437, C5 1.407
5 C -0.71033 0.75996 -0.08131  N4 1.407, C6 1.342, H9 1.142
6 C -1.96071 0.30926 0.10154  C5 1.342, S7 1.545
7 S -3.38564 -0.28682 0.05117  C6 1.545
8 H 0.73523 -1.85768 0.60328  N3 0.997
9 H -0.69785 1.74893 -0.65283  C5 1.142

(3)
ORCA calculation (ωB97M-V with the def2-TZVPD basis set) on a single C3H8OSi2 molecule.

Results
**Charge**: 0
**Max |F|**: 0.0639 hartree/bohr
**DFT total energy**: -21036.9539 eV
**Relative energy (zero: lowest compared OMol25 entry of this formula, charge and spin)**: 137.9 kcal/mol
**LUMO level (alpha / beta)**: 0.016 / 0.015 eV
**E_HOMO (alpha / beta)**: -7.39 / -7.39 eV

Each atom is followed by the atoms it is bonded to, with distances in Å.
Positions of all 14 atoms, in Å:
1 C -0.48112 0.82369 0.38824  C3 1.356, O4 1.249
2 C 1.99028 1.03474 -0.60771  O4 1.463, Si5 1.845, H7 1.075
3 C -1.75188 0.62989 0.82024  C1 1.356, Si6 1.886, H8 1.077
4 O 0.60540 1.13119 -0.14515  C1 1.249, C2 1.463
5 Si 3.00117 -0.34378 0.08654  C2 1.845, H9 1.473, H10 1.474, H11 1.461
6 Si -3.04727 -0.13756 -0.31557  C3 1.886, H12 1.465, H13 1.467, H14 1.466
7 H 2.28359 2.02408 -0.90904  C2 1.075
8 H -1.97776 0.88874 1.84099  C3 1.077
9 H 2.53510 -1.62561 -0.46959  Si5 1.473
10 H 2.89282 -0.47296 1.55135  Si5 1.474
11 H 4.39063 -0.08329 -0.28275  Si5 1.461
12 H -2.49891 -1.33552 -0.95562  Si6 1.465
13 H -3.45114 0.83118 -1.34010  Si6 1.467
14 H -4.19044 -0.48942 0.53170  Si6 1.466

(4)
ORCA calculation (ωB97M-V with the def2-TZVPD basis set) on a gas-phase ion, C5H6N (charge +1).

Results
**Charge**: +1
**Max |F|**: 0.1051 hartree/bohr
**DFT total energy**: -6760.6356 eV
**Relative energy (zero: lowest compared OMol25 entry of this formula, charge and spin)**: 104.7 kcal/mol
**LUMO level (alpha / beta)**: -7.594 / -7.594 eV
**E_HOMO (alpha / beta)**: -16.21 / -16.21 eV

Each atom is followed by the atoms it is bonded to, with distances in Å.
Positions of all 12 atoms, in Å:
1 C -1.28106 1.22832 1.12132  C4 1.452, N6 1.157
2 C 1.01473 0.18907 -1.53951  C5 1.438, H7 1.065, H8 1.100
3 C 0.55884 -0.59269 0.78779  C4 1.485, C5 1.585, H9 1.079, H10 1.123
4 C -0.82635 -0.07289 0.66481  C1 1.452, C3 1.485, C5 1.703, H11 1.142
5 C 0.06700 -0.51232 -0.71707  C2 1.438, C3 1.585, C4 1.703, H12 1.065
6 N -1.62832 2.29989 1.38483  C1 1.157
7 H 0.93101 -0.06435 -2.57005  C2 1.065
8 H 1.43510 1.07546 -1.04136  C2 1.100
9 H 1.23035 0.16951 1.15065  C3 1.079
10 H 0.74244 -1.60526 1.23729  C3 1.123
11 H -1.73379 -0.75000 0.51291  C4 1.142
12 H -0.50995 -1.36473 -0.99160  C5 1.065

Question: Which of these has the highest max |F|?
Answer: C5H6N

Question: Which value of max |F| does entry 1 give?
Answer: 0.0392 hartree/bohr